Entry 1:
Molecular formula: CH4O2S
Method: DFT, ωB97M-V with the def2-TZVPD basis set

Output
* E_LUMO: 0.4592 eV
* energy above the lowest of the compared OMol25 structures with the same formula, charge and spin: 236.1 kJ/mol
* multiplicity: 1
* molecular weight: 80.11 g mol⁻¹
* total energy: -16029.6280 eV

Each line ends with the Löwdin charge.
Element x y z (Å)
C1 -0.07 0.27 0.29  -0.5460
O1 -0.28 1.60 0.19  -0.0390
O2 -1.17 -0.81 -0.82  -0.2553
S1 1.52 -0.36 -0.47  0.7350
H1 -0.20 -0.25 1.25  0.0942
H2 0.51 2.07 -0.24  0.1390
H3 -1.99 -0.95 -0.30  0.0114
H4 1.67 -1.57 0.09  -0.1393

Entry 2:
Molecular formula: CH4O2S
Method: DFT, ωB97M-V with the def2-TZVPD basis set

Output
* E_LUMO: 0.3622 eV
* energy above the lowest of the compared OMol25 structures with the same formula, charge and spin: 297.1 kJ/mol
* multiplicity: 1
* SMILES: C[SH](=O)=O
* molecular weight: 80.11 g mol⁻¹
* total energy: -16028.9963 eV

Each line ends with the Löwdin charge.
Element x y z (Å)
C1 -0.21 0.11 0.46  -0.1297
S1 1.52 -0.04 -0.22  0.7953
O1 2.61 0.61 0.95  -0.5118
O2 1.69 -1.37 -0.66  -0.3888
H1 -0.55 1.12 0.45  0.0564
H2 -0.85 -0.60 -0.04  0.0616
H3 0.06 -0.05 1.48  0.0446
H4 1.87 0.82 -1.24  0.0725

Entry 3:
Molecular formula: CH4O2S2
Method: DFT, ωB97M-V with the def2-TZVPD basis set

Output
* E_LUMO: 0.0826 eV
* energy above the lowest of the compared OMol25 structures with the same formula, charge and spin: 59.4 kJ/mol
* multiplicity: 1
* SMILES: OC(O)SS
* molecular weight: 112.17 g mol⁻¹
* total energy: -26866.5307 eV

Each line ends with the Löwdin charge.
Element x y z (Å)
O1 -1.21 0.40 0.87  -0.0709
C1 -0.73 -0.72 0.15  -0.7879
O2 -0.97 -0.72 -1.22  -0.1060
S1 1.11 -0.98 0.41  0.4676
S2 2.02 0.71 -0.30  0.2849
H1 -0.82 1.16 0.36  0.0832
H2 -1.25 -1.65 0.54  0.1395
H3 -0.45 0.17 -1.52  0.1370
H4 2.31 1.62 0.72  -0.1474

Entry 4:
Molecular formula: CH4O2S2
Method: DFT, ωB97M-V with the def2-TZVPD basis set

Output
* E_LUMO (spin up / spin down): -0.2568 / -0.2572 eV
* energy above the lowest of the compared OMol25 structures with the same formula, charge and spin: 94.7 kJ/mol
* multiplicity: 1
* molecular weight: 112.17 g mol⁻¹
* total energy: -26866.1647 eV

Each line ends with the Löwdin charge.
Element x y z (Å)
C1 -0.53 -0.77 -0.75  -0.5716
O1 -1.81 -0.42 -0.70  0.0079
O2 0.82 0.43 1.33  -0.1007
S1 1.97 -2.24 -0.36  0.0101
S2 0.04 -2.21 -0.14  0.4277
H1 0.11 -0.05 -1.23  0.0919
H2 -2.34 -1.06 -0.19  0.1179
H3 1.13 1.33 1.38  0.0466
H4 1.59 -0.12 1.16  -0.0298

Entry 5:
Molecular formula: CH4O2S2
Method: DFT, ωB97M-V with the def2-TZVPD basis set

Output
* E_LUMO (spin up / spin down): -0.7040 / -2.3643 eV
* energy above the lowest of the compared OMol25 structures with the same formula, charge and spin: 326.0 kJ/mol
* multiplicity: 1
* molecular weight: 112.17 g mol⁻¹
* total energy: -26863.7675 eV

Each line ends with the Löwdin charge.
Element x y z (Å)
C1 -1.33 0.38 0.47  -0.1391
O1 0.12 -1.68 -1.11  -0.4922
O2 -0.41 -0.53 1.00  -0.4963
S1 3.08 1.07 -0.06  0.2609
S2 0.60 -1.50 0.20  0.8983
H1 -2.06 0.91 1.06  0.0900
H2 -1.84 -0.24 -0.39  0.1196
H3 -0.82 1.16 0.05  0.0469
H4 2.67 0.43 -1.22  -0.2881

Entry 6:
Molecular formula: CH4O2SSi
Method: DFT, ωB97M-V with the def2-TZVPD basis set

Output
* E_LUMO: -1.5897 eV
* energy above the lowest of the compared OMol25 structures with the same formula, charge and spin: 231.1 kJ/mol
* multiplicity: 1
* molecular weight: 108.19 g mol⁻¹
* total energy: -23905.9570 eV

Each line ends with the Löwdin charge.
Element x y z (Å)
C1 -1.59 -0.71 -0.13  -0.5283
O1 0.28 1.66 -0.02  -0.8065
O2 -0.38 -1.01 -0.22  -0.3012
Si1 1.60 0.74 0.04  0.8523
S1 -1.41 1.44 0.07  0.7250
H1 -2.09 -0.84 0.79  0.0303
H2 2.54 1.79 -0.48  -0.0247
H3 2.13 -0.32 0.88  -0.0468
H4 -2.37 -0.61 -1.04  0.0999

Entry 7:
Molecular formula: CH4O3
Method: DFT, ωB97M-V with the def2-TZVPD basis set

Output
* E_LUMO: -2.7006 eV
* energy above the lowest of the compared OMol25 structures with the same formula, charge and spin: 410.4 kJ/mol
* multiplicity: 1
* molecular weight: 64.04 g mol⁻¹
* total energy: -7240.3978 eV

Each line ends with the Löwdin charge.
Element x y z (Å)
O1 0.89 -1.16 0.95  0.1064
H1 0.50 -0.32 0.59  0.0650
H2 0.59 -1.85 0.28  0.1629
H3 1.93 -1.58 1.52  0.3793
O2 -0.69 0.99 0.35  -0.0968
C1 -1.00 1.23 -0.82  -0.6727
O3 -1.59 2.19 -1.28  -0.0363
H4 -0.63 0.49 -1.59  0.0922

Entry 8:
Molecular formula: CH4O3
Method: DFT, ωB97M-V with the def2-TZVPD basis set

Output
* E_LUMO: 0.7356 eV
* energy above the lowest of the compared OMol25 structures with the same formula, charge and spin: 84.0 kJ/mol
* multiplicity: 1
* SMILES: OC(O)O
* molecular weight: 64.04 g mol⁻¹
* total energy: -7243.7811 eV

Each line ends with the Löwdin charge.
Element x y z (Å)
O1 0.18 -0.73 1.16  -0.0003
C1 -0.19 -0.19 -0.09  -0.6022
O2 -0.61 1.09 0.16  0.0358
O3 0.82 -0.40 -1.01  0.0362
H1 0.21 0.18 1.66  0.1519
H2 -1.08 -0.81 -0.60  0.1854
H3 -1.00 1.39 -0.66  0.1041
H4 1.66 -0.53 -0.61  0.0892

Entry 9:
Molecular formula: CH4OP2
Method: DFT, ωB97M-V with the def2-TZVPD basis set

Output
* E_LUMO: -0.1160 eV
* energy above the lowest of the compared OMol25 structures with the same formula, charge and spin: 92.8 kJ/mol
* multiplicity: 1
* molecular weight: 93.99 g mol⁻¹
* total energy: -21725.0470 eV

Each line ends with the Löwdin charge.
Element x y z (Å)
C1 0.57 -0.97 -0.61  -0.2958
O1 1.94 0.91 1.01  -0.4221
P1 0.86 0.48 0.14  0.4454
P2 -1.15 1.37 0.24  0.6157
H1 1.12 -1.87 -1.07  0.0454
H2 -0.39 -0.98 -1.03  -0.0837
H3 -1.59 0.08 -0.22  -0.1408
H4 -1.36 0.97 1.54  -0.1641

Entry 10:
Molecular formula: CH4OS2
Method: DFT, ωB97M-V with the def2-TZVPD basis set

Output
* E_LUMO: 0.3373 eV
* energy above the lowest of the compared OMol25 structures with the same formula, charge and spin: 85.0 kJ/mol
* multiplicity: 1
* SMILES: OCSS
* molecular weight: 96.18 g mol⁻¹
* total energy: -24818.3943 eV

Each line ends with the Löwdin charge.
Element x y z (Å)
O1 -1.02 -0.21 -1.27  -0.1457
C1 -0.33 -0.78 -0.09  -0.4598
S1 1.62 -1.21 0.10  0.3690
S2 2.17 0.64 -0.47  0.3094
H1 -0.76 0.80 -1.34  0.1232
H2 -0.40 -0.06 0.62  0.0098
H3 -0.72 -1.70 0.22  0.0412
H4 2.08 1.38 0.55  -0.2470

Entry 11:
Molecular formula: CH4OS2
Method: DFT, ωB97M-V with the def2-TZVPD basis set

Output
* E_LUMO (spin up / spin down): 0.7438 / -1.3547 eV
* energy above the lowest of the compared OMol25 structures with the same formula, charge and spin: 0.0 kJ/mol
* multiplicity: 3
* ⟨S²⟩: 2.008
* molecular weight: 96.18 g mol⁻¹
* total energy: -24817.6720 eV

Each line ends with the Löwdin charge.
Element x y z (Å)
C1 -0.22 -0.84 0.02  -0.4737
O1 -0.80 2.86 -1.85  -0.7117
S1 1.22 -0.11 -0.86  0.6332
S2 -0.51 4.29 -1.80  0.7266
H1 -1.08 -0.11 0.10  0.0535
H2 0.21 -1.02 1.03  0.0147
H3 -0.51 -1.79 -0.45  0.0178
H4 0.42 0.84 -1.12  -0.2605

Entry 12:
Molecular formula: CH4OS3
Method: DFT, ωB97M-V with the def2-TZVPD basis set

Output
* E_LUMO: -0.1975 eV
* energy above the lowest of the compared OMol25 structures with the same formula, charge and spin: 152.5 kJ/mol
* multiplicity: 1
* SMILES: CS[S@H](=O)=S
* molecular weight: 128.24 g mol⁻¹
* total energy: -35652.9212 eV

Each line ends with the Löwdin charge.
Element x y z (Å)
C1 0.62 -0.26 0.61  -0.4159
S1 0.19 1.38 0.03  0.6358
S2 -0.76 0.91 -1.78  0.0130
O1 -1.37 -0.38 -1.77  -0.5056
S3 0.12 1.31 -3.46  0.2176
H1 0.38 -0.38 1.58  -0.0081
H2 1.62 -0.43 0.41  0.0126
H3 0.18 -1.13 0.10  0.0609
H4 -1.78 1.74 -1.64  -0.0102